85
Properties=species:S:1:pos:R:3 method="wB97M-V/def2-TZVPD" de_lowest_kcal_mol=5.49 charge=-1 gap_ev=6.57
In 0.259 1.994 -0.609
C -4.852 1.132 0.952
C -4.449 0.267 -0.250
C -5.622 -0.606 -0.706
C -4.065 1.200 -1.384
N -3.359 -0.646 0.203
C -3.598 -1.433 1.315
C -2.480 -2.124 1.577
N -1.536 -1.785 0.640
B -0.106 -2.370 0.756
N 0.390 -2.842 -0.636
C -0.446 -3.722 -1.293
C -0.002 -3.883 -2.545
N 1.150 -3.126 -2.683
C 1.387 -2.472 -1.487
S 2.653 -1.429 -1.114
C 1.810 -2.910 -3.992
C 1.559 -1.464 -4.427
C 3.306 -3.233 -3.935
C 1.184 -3.848 -5.024
N 0.831 -1.452 1.597
C 1.943 -2.028 2.164
C 2.423 -1.197 3.103
N 1.616 -0.074 3.125
C 0.655 -0.231 2.162
S -0.605 0.877 1.830
C 1.666 0.921 4.237
C 0.461 0.649 5.145
C 1.674 2.380 3.780
C 2.956 0.689 5.025
C -2.070 -0.863 -0.205
S -1.253 -0.206 -1.550
H -5.506 1.937 0.616
H -5.379 0.562 1.718
H -3.965 1.583 1.401
H -6.456 0.033 -0.996
H -5.328 -1.206 -1.569
H -5.962 -1.279 0.084
H -4.914 1.851 -1.600
H -3.228 1.831 -1.103
H -3.794 0.662 -2.287
H -4.539 -1.430 1.833
H -2.265 -2.827 2.362
H -0.226 -3.373 1.423
H -1.314 -4.137 -0.809
H -0.416 -4.473 -3.339
H 1.978 -0.776 -3.697
H 2.017 -1.273 -5.400
H 0.486 -1.270 -4.491
H 3.807 -2.604 -3.208
H 3.456 -4.279 -3.654
H 3.749 -3.067 -4.919
H 0.137 -3.602 -5.209
H 1.725 -3.730 -5.962
H 1.261 -4.892 -4.715
H 2.293 -2.997 1.857
H 3.282 -1.320 3.733
H -0.462 0.820 4.591
H 0.476 -0.388 5.490
H 0.477 1.312 6.011
H 0.754 2.658 3.283
H 1.796 3.017 4.658
H 2.495 2.567 3.091
H 2.954 -0.268 5.550
H 3.826 0.741 4.367
H 3.058 1.479 5.767
N 4.713 1.535 0.222
C 3.430 1.911 -0.036
O 2.521 1.569 0.702
C 3.201 2.793 -1.235
C 2.004 2.288 -2.026
H 4.836 0.788 0.888
H 5.404 1.616 -0.502
H 4.111 2.833 -1.844
H 2.993 3.798 -0.854
H 2.253 1.364 -2.541
H 1.665 3.032 -2.745
S 0.253 4.241 0.707
C -1.368 4.735 0.320
C -2.004 5.546 1.302
N -2.487 6.220 2.103
C -2.033 4.396 -0.824
S -1.367 3.433 -2.106
C -3.390 4.795 -1.001
N -4.493 5.078 -1.182

=====

88
Properties=species:S:1:pos:R:3 method="wB97M-V/def2-TZVPD" charge=+1 gap_ev=4.34
C 6.689 -4.912 -1.886
Si 5.898 -5.930 -3.312
C 6.227 -7.823 -3.010
C 6.889 -5.474 -4.938
N 4.132 -5.707 -3.536
N 3.603 -6.000 -4.783
N 2.217 -5.862 -4.975
C 1.830 -5.397 -3.558
C 0.297 -5.043 -2.995
C 0.003 -6.107 -1.739
F -1.078 -7.074 -2.056
N 3.107 -5.306 -2.696
P 3.301 -4.811 -0.995
N 3.928 -6.021 -0.123
H 6.105 -3.948 -1.572
H 7.768 -4.555 -2.249
H 6.898 -5.663 -1.000
H 7.360 -7.990 -2.772
H 5.498 -8.175 -2.138
H 5.923 -8.482 -3.953
H 8.039 -5.732 -4.772
H 6.550 -6.143 -5.852
H 6.765 -4.308 -5.164
H -0.521 -5.167 -3.843
H 0.234 -3.941 -2.564
H 0.997 -6.749 -1.599
H -0.198 -5.525 -0.740
H 4.048 -3.575 -0.952
H 1.970 -4.485 -0.467
H 4.125 -6.854 -0.725
O 0.446 -2.431 0.248
P 0.132 -0.915 0.263
N 1.720 -0.506 0.587
C 2.407 -0.168 1.807
C 2.635 -0.521 -0.549
N -0.944 -1.090 1.588
C -0.829 -0.571 2.935
C -1.673 -2.370 1.657
N -0.229 0.828 0.280
C 0.283 1.901 1.100
C -1.531 1.150 -0.305
H 2.897 0.805 1.716
H 3.180 -0.907 2.049
H 1.761 -0.098 2.675
H 2.524 0.397 -1.135
H 2.428 -1.372 -1.207
H 3.686 -0.607 -0.249
H 0.117 -0.825 3.411
H -1.601 -0.972 3.605
H -1.007 0.504 2.967
H -1.072 -3.144 2.140
H -1.960 -2.716 0.659
H -2.611 -2.269 2.213
H 0.440 1.637 2.146
H -0.382 2.775 1.113
H 1.239 2.265 0.698
H -2.325 1.084 0.446
H -1.768 0.456 -1.115
H -1.539 2.155 -0.737
O -4.087 3.907 0.901
P -4.401 5.423 0.916
N -2.813 5.833 1.241
C -2.126 6.170 2.460
C -1.898 5.817 0.105
N -5.477 5.248 2.242
C -5.362 5.768 3.588
C -6.206 3.969 2.310
N -4.762 7.166 0.934
C -4.250 8.239 1.754
C -6.064 7.488 0.349
H -1.636 7.144 2.369
H -1.353 5.431 2.703
H -2.772 6.240 3.328
H -2.009 6.735 -0.481
H -2.105 4.966 -0.554
H -0.847 5.731 0.404
H -4.415 5.513 4.065
H -6.134 5.366 4.259
H -5.540 6.842 3.620
H -5.605 3.194 2.793
H -6.493 3.622 1.313
H -7.144 4.070 2.866
H -4.093 7.975 2.800
H -4.915 9.113 1.766
H -3.293 8.604 1.352
H -6.858 7.422 1.100
H -6.301 6.794 -0.461
H -6.071 8.494 -0.084

=====

18
Properties=species:S:1:pos:R:3 method="wB97M-V/def2-TZVPD" de_lowest_kcal_mol=31.53 charge=0 smiles="CCNC(=O)CC" gap_ev=10.46
C 1.023 -0.346 -0.827
C 2.050 0.653 -1.317
C -0.496 -0.345 -1.181
N -1.386 0.473 -0.475
C -1.033 0.679 0.953
C -1.013 -0.581 1.867
O -0.912 -1.261 -1.865
H 1.057 -0.526 0.266
H 1.237 -1.338 -1.235
H 3.076 0.422 -0.981
H 1.760 1.620 -0.805
H 1.806 0.996 -2.371
H -2.219 -0.061 -0.707
H -1.840 1.230 1.398
H -0.066 1.130 0.952
H -0.428 -0.417 2.773
H -2.024 -0.877 2.195
H -0.591 -1.452 1.359

=====

23
Properties=species:S:1:pos:R:3 method="wB97M-V/def2-TZVPD" de_lowest_kcal_mol=12.34 charge=0 smiles="C[SiH](C)O[SiH](C)C.O=S" gap_ev="7.71 / 7.81"
C 0.402 2.640 -0.648
C -1.972 1.781 1.377
C -0.349 -2.970 -0.096
C 2.147 -1.477 -0.669
O -4.121 -0.614 -0.785
O -0.524 -0.067 0.178
Si -1.040 1.392 -0.259
Si 0.476 -1.331 0.288
S -3.779 -1.517 0.333
H 0.067 3.612 -0.372
H 1.207 2.251 -0.252
H 0.600 2.603 -1.716
H -2.441 0.952 1.638
H -1.219 2.047 2.143
H -2.552 2.715 1.340
H -0.902 -3.523 0.655
H -1.224 -2.982 -0.864
H 0.267 -3.825 -0.416
H 2.012 -1.937 -1.576
H 2.673 -0.601 -0.708
H 2.811 -2.058 -0.047
H -1.791 1.081 -1.403
H 0.762 -1.295 1.660

=====

107
Properties=species:S:1:pos:R:3 method="wB97M-V/def2-TZVPD" de_lowest_kcal_mol=26.38 charge=-2 gap_ev=5.30
Tl -0.199 -0.292 0.290
C -1.297 2.475 2.640
N -0.374 2.574 1.504
C -0.552 3.922 0.911
C -0.321 4.251 -0.568
N -1.463 3.862 -1.363
C -1.525 4.137 -2.648
C -2.676 3.729 -3.401
F -3.695 3.122 -2.736
C -2.833 3.891 -4.753
F -3.952 3.441 -5.356
C -1.868 4.531 -5.512
F -2.001 4.673 -6.854
C -0.759 5.015 -4.842
F 0.181 5.680 -5.542
C -0.602 4.853 -3.485
F 0.515 5.419 -2.947
C 0.975 2.414 2.060
C 2.159 2.217 1.133
N 2.122 0.957 0.419
C 3.260 0.489 -0.086
C 3.304 -0.743 -0.810
F 2.156 -1.385 -1.093
C 4.451 -1.346 -1.266
F 4.369 -2.535 -1.881
C 5.692 -0.760 -1.090
F 6.826 -1.350 -1.525
C 5.715 0.475 -0.476
F 6.893 1.108 -0.318
C 4.563 1.082 -0.020
F 4.751 2.333 0.484
H -1.040 3.212 3.420
H -2.326 2.655 2.328
H -1.235 1.476 3.059
H -1.592 4.210 1.087
H 0.076 4.616 1.495
H -0.205 5.346 -0.584
H 0.620 3.822 -0.929
H 1.189 3.302 2.684
H 0.959 1.537 2.711
H 2.252 3.080 0.460
H 3.027 2.239 1.800
N -2.609 0.772 -0.040
N -3.633 0.043 0.572
C -3.343 -1.276 1.017
O -4.327 -1.991 1.243
O -2.120 -1.556 1.193
H -2.623 1.741 0.231
H -2.635 0.753 -1.052
H -4.553 0.124 0.165
C 0.679 -0.837 6.568
N 0.021 -1.833 5.739
C 0.963 -2.784 5.159
C -0.818 -1.185 4.757
N -0.394 -0.587 3.714
N -2.148 -1.209 5.073
C -3.093 -0.560 4.186
C -2.678 -1.781 6.287
H 1.356 -0.189 5.992
H 1.260 -1.339 7.345
H -0.074 -0.207 7.044
H 1.260 -3.499 5.931
H 1.869 -2.309 4.767
H 0.474 -3.323 4.348
H 0.604 -0.678 3.564
H -2.643 -0.496 3.202
H -3.343 0.448 4.540
H -4.004 -1.155 4.113
H -1.953 -2.461 6.719
H -3.598 -2.324 6.057
H -2.918 -1.005 7.027
Cl -0.569 -3.691 -0.163
C 0.875 -3.426 0.727
C 1.157 -2.172 1.283
C 2.376 -2.074 1.942
Cl 2.819 -0.615 2.780
C 3.303 -3.118 2.006
Cl 4.847 -2.897 2.749
C 2.979 -4.351 1.464
Cl 4.087 -5.668 1.562
C 1.747 -4.510 0.840
Cl 1.326 -6.056 0.201
C -2.838 -4.037 -5.344
C -1.524 -4.041 -4.896
C -1.129 -3.174 -3.891
C -2.044 -2.290 -3.316
C -3.365 -2.308 -3.757
C -3.754 -3.164 -4.776
C -1.635 -1.448 -2.168
C -0.580 -0.649 -2.028
C 0.376 -0.098 -3.002
C 0.405 -0.459 -4.358
C 1.394 0.023 -5.200
C 2.364 0.900 -4.741
C 2.293 1.341 -3.429
C 1.312 0.850 -2.588
H -3.145 -4.715 -6.132
H -0.804 -4.725 -5.331
H -0.110 -3.187 -3.523
H -4.086 -1.642 -3.300
H -4.777 -3.153 -5.133
H -2.290 -1.586 -1.309
H -0.343 -1.121 -4.763
H 1.399 -0.284 -6.240
H 3.147 1.250 -5.401
H 3.002 2.071 -3.056
H 1.265 1.193 -1.570

=====

8
Properties=species:S:1:pos:R:3 method="wB97M-V/def2-TZVPD" de_lowest_kcal_mol=92.66 charge=0 gap_ev=9.73
C -1.585 -0.674 0.145
C 1.966 1.085 0.236
N 0.981 0.477 -0.062
N 0.438 -0.312 -1.063
N -0.660 -0.755 -0.843
O 2.946 1.618 0.495
O -2.520 0.148 0.295
H -1.566 -1.588 0.797

=====

no.,energy (eV)
1,-105178.162
2,-78436.498
3,-8900.330
4,-35060.235
5,-155700.194
6,-10651.982